(1)
ORCA calculation (wB97M-V/def2-TZVPD) on a gas-phase ion, C2H4BrN2 (charge +1) at a distorted geometry.

```
9
Properties=species:S:1:pos:R:3:forces:R:3:nbo_charge:R:1
H 0.843 0.430 0.046 -1.402 -1.311 0.246 0.243
N -1.242 -0.316 -0.208 0.927 -4.005 -1.588 0.026
Br -4.335 -0.209 -0.100 -0.622 -0.859 0.167 0.430
H 0.519 -1.072 -1.019 -0.666 0.827 1.308 0.293
C -3.079 0.994 -0.069 -1.388 1.368 -0.626 0.090
C 0.141 -0.476 -0.111 1.816 -1.590 0.019 -0.515
N -1.788 0.702 0.122 -0.155 3.395 1.112 -0.293
H 0.058 -1.315 0.734 1.030 1.636 -1.244 0.313
H -1.235 1.533 0.310 0.459 0.539 0.606 0.413
```
Positions in Å, forces in eV/Å.

Calculated values
LUMO energy (spin up / spin down): -0.2633 / -0.2687 Ha
Energy above the lowest of the compared OMol25 structures with the same formula, charge and spin: 492.4 kJ/mol
Net charge: +1
HOMO-LUMO gap (spin up / spin down): 7.63 / 6.83 eV
Total energy: -75148.329 eV


(2)
ORCA calculation (wB97M-V/def2-TZVPD) on a single C2H4BrN3O5S molecule at a distorted geometry.

```
16
Properties=species:S:1:pos:R:3:forces:R:3:nbo_charge:R:1
O -2.444 -0.845 1.229 1.259 0.855 -2.039 -0.879
O -1.769 -0.965 -1.245 -0.036 0.482 1.234 -0.887
N -0.226 0.491 0.337 -2.503 0.125 -0.661 -0.420
O 0.445 -1.603 0.413 0.186 -1.717 -0.132 -0.452
H 1.954 -2.151 0.243 1.113 0.746 -0.495 0.505
N 3.105 -0.618 -0.014 -1.886 0.567 -0.431 0.415
H -2.407 1.639 -1.293 0.303 0.299 -0.141 0.249
Br 2.291 1.931 0.186 -0.277 0.166 0.092 0.166
S -1.874 -0.255 0.012 -1.017 0.320 0.991 2.161
O 2.940 -1.934 -0.045 -0.100 -1.739 0.307 -0.491
C 2.026 0.094 0.231 -1.222 1.776 0.317 0.006
O 4.146 -0.087 -0.310 0.966 -1.179 0.193 -0.360
H -3.765 1.293 -0.269 -0.962 -0.665 0.222 0.254
N 0.639 -0.390 0.319 2.458 0.555 0.429 0.314
H -2.354 2.052 0.504 -0.233 -0.619 -0.911 0.257
C -2.707 1.350 -0.298 1.952 0.027 1.024 -0.835
```
Positions in Å, forces in eV/Å.

Calculated values
LUMO energy: -0.0469 Ha
Energy above the lowest of the compared OMol25 structures with the same formula, charge and spin: 51.9 kJ/mol
Net charge: 0
HOMO-LUMO gap: 8.50 eV
Total energy: -97716.389 eV